Density functional theory data (ωB97M-V with the def2-TZVPD basis set) for a molecular structure, C44H47MoN6P2Si2 at a distorted geometry.

Properties
Net charge: +3
HOMO level (eV): -15.7
Relative energy (zero: lowest compared OMol25 entry of this formula, charge and spin) (eV): 0.905
Orbital gap (eV): 4.897
LUMO level (eV): -10.82

Cartesian coordinates (Å):
1 Mo -0.776 0.591 0.161
2 C -3.654 -1.279 -2.181
3 Si -2.283 -2.375 -1.426
4 C -1.686 -3.622 -2.723
5 C -2.639 -3.371 0.180
6 N -1.053 -1.159 -0.907
7 P 0.544 -1.596 -0.943
8 C 1.115 -0.156 -0.069
9 P 1.578 1.434 -0.696
10 N 0.048 2.128 -0.594
11 Si -0.300 3.897 -0.914
12 C -1.898 3.689 -1.951
13 C -0.489 4.602 0.855
14 C 1.017 4.808 -1.919
15 C 2.564 2.353 0.496
16 C 2.365 2.049 1.841
17 C 2.967 2.824 2.813
18 C 3.744 3.915 2.449
19 C 3.951 4.211 1.111
20 C 3.369 3.428 0.127
21 C 2.203 1.543 -2.374
22 C 3.577 1.516 -2.607
23 C 4.043 1.676 -3.901
24 C 3.148 1.834 -4.949
25 C 1.779 1.814 -4.717
26 C 1.301 1.673 -3.427
27 C 1.220 -1.789 -2.590
28 C 0.503 -1.380 -3.710
29 C 1.018 -1.633 -4.968
30 C 2.241 -2.276 -5.101
31 C 2.975 -2.636 -3.980
32 C 2.471 -2.390 -2.716
33 C 0.815 -3.061 0.067
34 C 0.765 -2.871 1.447
35 C 0.905 -3.951 2.297
36 C 1.061 -5.227 1.775
37 C 1.101 -5.419 0.403
38 C 0.996 -4.338 -0.458
39 H -4.629 -1.727 -2.028
40 H -3.692 -0.257 -1.804
41 H -3.520 -1.217 -3.258
42 H -2.533 -4.239 -3.011
43 H -1.288 -3.183 -3.633
44 H -0.935 -4.296 -2.321
45 H -3.693 -3.604 0.300
46 H -2.134 -4.332 0.107
47 H -2.270 -2.894 1.090
48 H -2.317 2.678 -1.939
49 H -2.674 4.377 -1.628
50 H -1.697 3.936 -2.992
51 H -0.489 3.841 1.639
52 H 0.335 5.278 1.073
53 H -1.393 5.195 0.955
54 H 1.313 4.296 -2.831
55 H 0.610 5.773 -2.211
56 H 1.912 5.014 -1.339
57 H 1.753 1.191 2.109
58 H 2.846 2.577 3.856
59 H 4.200 4.529 3.211
60 H 4.576 5.046 0.834
61 H 3.554 3.643 -0.915
62 H 4.265 1.387 -1.785
63 H 5.106 1.688 -4.087
64 H 3.522 1.982 -5.950
65 H 1.092 1.925 -5.542
66 H 0.235 1.683 -3.225
67 H -0.456 -0.893 -3.585
68 H 0.466 -1.347 -5.850
69 H 2.624 -2.500 -6.085
70 H 3.931 -3.123 -4.094
71 H 3.025 -2.671 -1.831
72 H 0.634 -1.864 1.837
73 H 0.898 -3.804 3.366
74 H 1.157 -6.071 2.440
75 H 1.219 -6.416 0.008
76 H 1.074 -4.492 -1.524
77 N -6.234 -0.569 1.582
78 C -5.207 0.215 1.287
79 C -3.913 -0.284 0.925
80 N -2.929 0.544 0.624
81 C -3.174 1.866 0.682
82 C -4.435 2.345 1.033
83 N -5.417 1.536 1.323
84 H -6.180 -1.573 1.595
85 H -7.114 -0.133 1.824
86 H -3.736 -1.347 0.879
87 H -2.346 2.550 0.499
88 H -4.642 3.406 1.083
89 N 0.686 -2.763 9.263
90 C 0.431 -2.260 8.268
91 C 0.123 -1.649 7.029
92 C 0.695 -0.414 6.702
93 C 0.424 0.166 5.485
94 C -0.435 -0.479 4.580
95 C -1.024 -1.709 4.924
96 C -0.741 -2.293 6.135
97 C -0.648 0.056 3.304
98 C -0.779 0.482 2.162
99 H 1.351 0.067 7.409
100 H 0.874 1.108 5.212
101 H -1.694 -2.192 4.227
102 H -1.176 -3.242 6.405

Atoms 1-3, force components in eV/Å:
Mo 1.7 -1.5 0.1
C 0.5 -0.5 0.4
Si -1.2 -0.3 0.1

Results of the Mulliken charge analysis, in e, for atoms 1 through 4:
1. Mo -1.852
2. C -1.204
3. Si 0.511
4. C -1.233

Density functional theory data (ωB97M-V with the def2-TZVPD basis set) for a molecular structure, C56H36MnN11P at a distorted geometry.

Properties
HOMO level (alpha / beta) (eV): -6.1 / -6.1
⟨S²⟩: 0.92
Orbital gap (alpha / beta) (eV): 4.814 / 4.782
LUMO level (alpha / beta) (eV): -1.31 / -1.33
Spin multiplicity: 2

Cartesian coordinates (Å):
1 Mn -0.657 0.621 -0.161
2 C 4.662 -0.816 -3.729
3 C 5.298 0.069 -2.857
4 C 4.575 0.849 -1.975
5 C 3.196 0.698 -1.961
6 C 2.142 1.348 -1.224
7 N 0.940 0.735 -1.475
8 C 1.146 -0.110 -2.534
9 N 0.194 -0.561 -3.316
10 C -1.062 -0.235 -3.078
11 C -2.096 -0.503 -4.035
12 C -2.073 -1.037 -5.315
13 C -3.280 -1.164 -5.976
14 C -4.485 -0.790 -5.374
15 C -4.517 -0.267 -4.096
16 C -3.308 -0.123 -3.427
17 C -2.979 0.326 -2.108
18 N -3.912 0.505 -1.193
19 C -3.604 0.969 0.001
20 N -2.365 1.457 0.329
21 C -2.511 2.194 1.474
22 N -1.711 3.189 1.777
23 C -0.660 3.421 1.011
24 N 0.011 2.504 0.228
25 C 1.181 3.123 -0.170
26 N 2.248 2.532 -0.667
27 C 1.157 4.509 0.186
28 C 1.982 5.577 -0.138
29 C 1.617 6.830 0.316
30 C 0.462 7.017 1.083
31 C -0.366 5.960 1.412
32 C -0.011 4.697 0.954
33 C -3.804 1.933 2.057
34 C -4.397 2.263 3.267
35 C -5.674 1.792 3.517
36 C -6.373 1.047 2.564
37 C -5.812 0.745 1.338
38 C -4.511 1.167 1.098
39 N -1.591 0.315 -1.929
40 C 2.554 -0.221 -2.819
41 C 3.287 -0.967 -3.730
42 H 5.263 -1.397 -4.414
43 H 6.375 0.145 -2.877
44 H 5.052 1.549 -1.307
45 H -1.137 -1.329 -5.765
46 H -3.299 -1.552 -6.985
47 H -5.403 -0.913 -5.930
48 H -5.438 0.026 -3.620
49 H 2.858 5.424 -0.749
50 H 2.217 7.691 0.053
51 H 0.207 8.015 1.411
52 H -1.266 6.103 1.990
53 H -3.872 2.867 3.991
54 H -6.154 2.017 4.459
55 H -7.370 0.702 2.803
56 H -6.352 0.191 0.586
57 H 2.785 -1.646 -4.402
58 N -1.809 -1.199 0.099
59 C -1.498 -2.417 0.789
60 C -2.471 -3.276 1.282
61 C -2.086 -4.495 1.812
62 C -0.746 -4.858 1.841
63 C 0.223 -3.988 1.375
64 C -0.153 -2.749 0.870
65 P 0.957 -1.446 0.213
66 C 2.195 -1.435 1.565
67 C 3.444 -0.860 1.325
68 C 4.411 -0.844 2.311
69 C 4.133 -1.363 3.565
70 C 2.872 -1.868 3.832
71 C 1.904 -1.899 2.845
72 C 1.782 -2.568 -0.992
73 C 0.947 -3.126 -1.961
74 C 1.454 -3.974 -2.923
75 C 2.805 -4.282 -2.937
76 C 3.636 -3.744 -1.971
77 C 3.132 -2.893 -1.005
78 H -2.746 -0.893 0.399
79 H -1.948 -1.471 -0.883
80 H -3.517 -3.008 1.220
81 H -2.835 -5.178 2.180
82 H -0.462 -5.826 2.226
83 H 1.268 -4.259 1.405
84 H 3.648 -0.411 0.361
85 H 5.379 -0.414 2.105
86 H 4.880 -1.344 4.341
87 H 2.642 -2.244 4.817
88 H 0.918 -2.279 3.079
89 H -0.110 -2.891 -1.964
90 H 0.798 -4.397 -3.668
91 H 3.207 -4.938 -3.695
92 H 4.690 -3.981 -1.966
93 H 3.805 -2.499 -0.261
94 N 3.739 1.947 3.852
95 C 2.657 1.648 3.613
96 C 1.344 1.210 3.354
97 C 0.444 0.948 4.403
98 C -0.778 0.403 4.066
99 C -1.079 0.150 2.740
100 N -0.234 0.438 1.728
101 C 0.944 0.951 2.042
102 H 0.721 1.141 5.425
103 H -1.506 0.168 4.826
104 H -2.025 -0.314 2.492
105 H 1.663 1.132 1.255

Atoms 1-3, force components in eV/Å:
Mn -1.1 -0.5 -0.3
C 0.1 0.0 0.0
C 0.1 -0.1 0.0

Results of the Mulliken charge analysis, in e, for atoms 1 through 4:
1. Mn 0.683
2. C -0.871
3. C -0.898
4. C -0.118

Density functional theory data (ωB97M-V with the def2-TZVPD basis set) for C5H12N2OS in the gas phase at a distorted geometry.

Properties
HOMO level (eV): -8.5
Relative energy (zero: lowest compared OMol25 entry of this formula, charge and spin) (eV): 4.820
Orbital gap (eV): 9.192
LUMO level (eV): 0.73

Cartesian coordinates (Å):
1 C -0.338 2.089 -1.266
2 S -0.098 0.908 -0.055
3 O -0.266 1.607 1.578
4 N -1.125 -0.408 -0.417
5 C -2.580 -0.252 -0.502
6 C -0.636 -1.450 0.492
7 C 0.891 -1.448 0.157
8 N 1.249 -0.066 -0.099
9 C 2.450 0.462 0.624
10 H 0.117 3.027 -1.090
11 H 0.148 1.486 -2.043
12 H -2.652 0.742 -0.727
13 H -3.169 -0.897 -1.327
14 H -3.025 -0.317 0.524
15 H -1.007 -2.456 0.230
16 H -0.719 -1.162 1.498
17 H 1.472 -1.819 0.978
18 H 1.090 -1.950 -0.832
19 H 2.927 1.254 0.079
20 H 2.137 0.992 1.432
21 H 3.135 -0.342 0.765

Atoms 1-3, force components in eV/Å:
C 0.4 -3.4 0.7
S -1.9 4.5 4.7
O 0.6 -3.1 -6.1

Results of the Mulliken charge analysis, in e, for atoms 1 through 4:
1. C -1.102
2. S 0.669
3. O -0.698
4. N -0.050

Density functional theory data (ωB97M-V with the def2-TZVPD basis set) for a molecular structure, C23H26BCl51GaINO2.

Properties
Net charge: -1
HOMO level (eV): -4.9
Orbital gap (eV): 6.013
LUMO level (eV): 1.11

Cartesian coordinates (Å):
1 C 6.965 -1.254 0.693
2 O 6.702 -0.493 1.878
3 B 5.513 0.248 1.770
4 O 5.558 1.289 0.863
5 Ga 3.861 -0.278 2.987
6 I 4.246 -2.648 4.081
7 C 2.127 -0.396 1.938
8 C 1.504 -1.607 1.612
9 C 0.289 -1.604 0.941
10 C -0.287 -0.382 0.606
11 C 0.409 0.770 0.939
12 N 1.569 0.787 1.593
13 H 6.021 -1.534 0.220
14 H 7.597 -0.700 -0.007
15 H 7.503 -2.155 0.994
16 H 4.672 1.562 0.591
17 H 3.656 0.780 4.153
18 H 1.946 -2.555 1.894
19 H -0.220 -2.532 0.701
20 H -1.243 -0.316 0.105
21 H -0.028 1.737 0.696
22 C 3.713 0.608 8.055
23 Cl 3.847 -1.131 7.803
24 Cl 5.288 1.393 7.892
25 Cl 2.535 1.327 6.965
26 H 3.362 0.770 9.064
27 C -3.994 -0.664 2.771
28 Cl -4.883 -2.087 3.337
29 Cl -2.317 -1.046 2.433
30 Cl -4.778 0.025 1.341
31 H -4.025 0.078 3.558
32 C -1.041 -1.579 6.336
33 Cl -1.102 -2.969 5.255
34 Cl 0.619 -1.112 6.663
35 Cl -1.951 -0.211 5.671
36 H -1.511 -1.860 7.269
37 C 4.762 4.930 0.262
38 Cl 4.519 4.829 -1.485
39 Cl 5.189 6.584 0.735
40 Cl 3.339 4.400 1.139
41 H 5.584 4.275 0.525
42 C 8.266 8.977 -0.520
43 Cl 7.255 8.894 -1.961
44 Cl 9.593 10.122 -0.746
45 Cl 7.310 9.401 0.899
46 H 8.689 7.995 -0.355
47 C 0.359 1.314 -3.554
48 Cl -1.085 2.337 -3.585
49 Cl 0.883 1.024 -1.902
50 Cl 0.062 -0.206 -4.406
51 H 1.143 1.841 -4.084
52 C 9.893 0.298 2.492
53 Cl 10.681 -1.265 2.703
54 Cl 10.285 1.384 3.828
55 Cl 10.360 1.026 0.947
56 H 8.817 0.140 2.477
57 C -8.924 -1.551 1.102
58 Cl -8.174 -3.147 1.087
59 Cl -8.197 -0.535 2.341
60 Cl -8.805 -0.784 -0.483
61 H -9.973 -1.676 1.338
62 C 10.212 4.909 0.038
63 Cl 10.244 3.877 -1.383
64 Cl 11.452 6.164 -0.074
65 Cl 8.624 5.636 0.272
66 H 10.424 4.298 0.907
67 C -2.530 2.337 9.032
68 Cl -2.620 0.595 9.285
69 Cl -0.928 2.799 8.465
70 Cl -3.778 2.871 7.903
71 H -2.708 2.823 9.982
72 C -10.005 -4.822 -2.139
73 Cl -10.906 -3.804 -1.017
74 Cl -11.012 -5.274 -3.514
75 Cl -8.534 -4.010 -2.677
76 H -9.718 -5.726 -1.618
77 C -10.684 -2.834 -7.189
78 Cl -12.172 -1.904 -6.984
79 Cl -9.785 -2.920 -5.681
80 Cl -11.048 -4.453 -7.794
81 H -10.071 -2.330 -7.925
82 C 2.923 2.690 -7.084
83 Cl 2.300 3.319 -5.558
84 Cl 4.646 2.325 -6.946
85 Cl 2.006 1.273 -7.584
86 H 2.802 3.456 -7.839
87 C 4.261 -2.551 -7.534
88 Cl 2.578 -3.029 -7.291
89 Cl 4.497 -0.863 -7.097
90 Cl 5.348 -3.605 -6.628
91 H 4.489 -2.662 -8.585
92 C -10.159 -8.600 -7.740
93 Cl -10.506 -7.928 -6.150
94 Cl -8.424 -8.818 -7.966
95 Cl -11.017 -10.124 -7.984
96 H -10.507 -7.898 -8.485
97 C 2.307 2.835 11.191
98 Cl 1.836 3.132 12.868
99 Cl 4.060 2.721 11.040
100 Cl 1.529 1.379 10.575
101 H 1.972 3.673 10.594
102 C -13.156 -3.933 -11.165
103 Cl -13.591 -3.960 -12.874
104 Cl -12.716 -5.550 -10.612
105 Cl -11.861 -2.772 -10.880
106 H -14.024 -3.614 -10.603

Atoms 1-3, force components in eV/Å:
C 0.3 0.1 0.4
O 0.2 0.1 -0.3
B 0.0 -0.3 0.4

Results of the Mulliken charge analysis, in e, for atoms 1 through 4:
1. C -0.745
2. O 0.061
3. B 0.482
4. O -0.584